[1]
15
Properties=species:S:1:pos:R:3:mulliken_charge:R:1 method="wB97M-V/def2-TZVPD" orbital_gap_ev="7.0 / 7.0" largest_force_ha_per_bohr=0.010 relative_energy_kcal_mol=135.6 lumo_ev="-0.455 / -0.456" mol_weight_da=109.1
C -1.666 0.502 -0.731 -1.3130
C 1.131 0.370 1.048 0.3521
C -0.209 0.032 -0.895 1.4328
N 1.677 -0.014 2.149 -0.3197
C 0.733 0.911 -0.042 -0.8104
N 0.349 -0.139 -2.086 -0.9249
C -0.196 -1.386 0.129 -0.0922
N -0.303 -2.499 0.438 -0.5869
H 2.415 -0.710 2.129 0.2942
H 1.196 0.105 3.032 0.2778
H -0.113 -0.888 -2.599 0.2371
H 1.035 1.873 -0.441 0.4083
H -2.320 -0.197 -1.252 0.3283
H -1.763 1.485 -1.197 0.3670
H -1.965 0.554 0.319 0.3496

[2]
15
Properties=species:S:1:pos:R:3:mulliken_charge:R:1 method="wB97M-V/def2-TZVPD" orbital_gap_ev=9.3 largest_force_ha_per_bohr=0.059 relative_energy_kcal_mol=111.6 lumo_ev=1.023 mol_weight_da=109.1
H 3.076 -0.636 -0.005 0.2343
N 2.394 -0.302 0.660 -0.7913
C 1.158 -0.269 0.444 0.3497
N 0.188 0.174 1.479 -0.1808
C -1.073 0.550 1.108 -0.2544
C -1.426 0.760 -0.219 -0.6270
C -0.351 0.392 -1.150 0.1695
N 0.204 -0.709 -2.025 -0.5917
C 0.254 -0.842 -0.536 -0.2650
H 0.631 0.390 2.400 0.3027
H -1.815 0.529 1.988 0.2985
H -2.342 1.353 -0.475 0.3007
H 0.303 1.215 -1.206 0.3088
H -0.578 -1.284 -2.347 0.2913
H -0.622 -1.321 -0.113 0.4548

[3]
15
Properties=species:S:1:pos:R:3:mulliken_charge:R:1 method="wB97M-V/def2-TZVPD" orbital_gap_ev=10.4 largest_force_ha_per_bohr=0.123 relative_energy_kcal_mol=129.8 lumo_ev=1.044 mol_weight_da=109.1
C -2.474 0.545 0.026 -0.4238
C -1.086 0.932 0.025 -0.5569
C -0.398 -0.372 0.091 0.5885
N 1.031 -0.839 0.228 -0.1437
C 2.082 0.104 0.670 -0.3324
C 2.166 -0.337 -0.726 -0.3276
N -1.124 -1.413 0.058 -0.5548
N -2.497 -0.842 -0.050 -0.0362
H -3.343 1.049 -0.469 0.3063
H -0.690 1.812 -0.247 0.4425
H 2.511 -0.068 1.803 0.2419
H 1.696 1.312 0.595 0.0998
H 2.942 -1.062 -1.012 0.2396
H 2.354 0.588 -1.470 0.2021
H -3.171 -1.409 0.477 0.2546

[4]
15
Properties=species:S:1:pos:R:3:mulliken_charge:R:1 method="wB97M-V/def2-TZVPD" orbital_gap_ev="7.5 / 7.5" largest_force_ha_per_bohr=0.012 relative_energy_kcal_mol=113.6 lumo_ev="0.213 / 0.212" mol_weight_da=109.1
C 2.192 -0.463 -0.465 -1.2438
C -1.355 -0.116 0.013 0.3884
C 0.988 -0.288 0.410 0.9611
N -2.601 -0.376 -0.461 -0.4270
C -0.877 1.179 0.399 -0.3465
C 0.445 1.081 0.655 -0.6146
N -0.493 -1.125 0.193 -0.2871
N 0.526 -1.247 1.249 -0.7076
H -2.830 -1.340 -0.645 0.2601
H -3.058 0.310 -1.039 0.2321
H -1.524 2.017 0.621 0.4095
H 1.073 1.857 1.072 0.3840
H 2.087 0.087 -1.404 0.3179
H 3.063 -0.057 0.061 0.3038
H 2.364 -1.520 -0.659 0.3695